# 1
The following is a quantum chemistry calculation of a molecular structure, C2H40O20Tl in a non-equilibrium geometry, from the Open Molecules 2025 dataset.

HOMO-LUMO gap	0.2543	Eh
charge	+1

Last column: Mulliken charge in e.
Positions of all 63 atoms, in Å:
Tl1 2.12793 -0.90249 -1.31604  1.37
O1 1.69000 0.05492 0.42978  -0.73
C1 0.35261 0.50688 0.51874  1.82
C2 -0.43441 -0.28483 -0.43957  -0.87
O2 0.23920 -0.30468 -1.66835  -0.77
H1 0.27543 1.58326 0.41721  -0.14
H2 -0.02432 0.37050 1.50869  0.77
H3 -1.43003 -0.05350 -0.62302  0.37
H4 -0.56528 -1.29565 -0.09826  0.07
O3 -4.47194 0.40953 -0.81846  -0.67
H5 -4.53971 0.13501 0.09983  0.27
H6 -4.09805 -0.40717 -1.12102  0.38
O4 0.09604 -3.34878 1.37240  -0.71
H7 0.33759 -3.79277 2.17979  0.28
H8 -0.15494 -4.03671 0.73665  0.30
O5 -3.86677 -2.10944 -0.69267  -0.71
H9 -3.24057 -2.02307 0.02107  0.51
H10 -4.66866 -2.34396 -0.25431  0.31
O6 0.74645 4.10406 0.24685  -0.70
H11 0.02010 3.78361 0.79616  0.38
H12 0.29223 4.33069 -0.53698  0.28
O7 2.85228 1.05947 -2.09819  -0.44
H13 2.64285 1.63643 -2.84339  0.24
H14 3.77559 1.27052 -1.92363  0.27
O8 1.05212 -2.87638 -2.10860  -0.39
H15 1.34898 -3.76180 -1.85854  0.25
H16 0.39406 -2.98245 -2.82448  0.27
O9 0.66195 1.67765 4.00530  -0.63
H17 1.18342 0.90780 3.90736  0.32
H18 0.02724 1.40171 4.66074  0.28
O10 -0.91109 2.98087 2.18389  -0.77
H19 -1.27057 2.29063 1.68185  0.35
H20 -0.17256 2.55300 2.60242  0.47
O11 2.70971 2.28965 1.15562  -0.78
H21 2.21613 1.45253 0.92175  0.18
H22 2.25994 2.95945 0.71141  0.33
O12 -1.97502 -0.68823 -3.15159  -0.75
H23 -2.15845 0.17255 -3.48047  0.34
H24 -1.30155 -0.55479 -2.47591  0.02
O13 -0.35063 1.99157 -2.68130  -0.71
H25 0.29953 2.70691 -2.58470  0.26
H26 -0.17314 1.28406 -2.04166  0.23
O14 1.65779 -0.59276 -4.02344  -0.44
H27 2.20549 0.13760 -4.24011  0.27
H28 2.24984 -1.34768 -4.19176  0.31
O15 1.72488 -0.77069 3.12976  -0.81
H29 1.64797 -0.39739 2.23390  0.40
H30 0.96010 -1.28170 3.18386  0.31
O16 -2.32454 -1.95275 1.60522  -0.82
H31 -2.34341 -1.00508 1.60707  0.53
H32 -1.44968 -2.09737 1.35713  0.35
O17 -2.28564 2.34418 -0.54638  -0.63
H33 -1.59516 1.67755 -0.41416  -0.17
H34 -3.02167 1.79686 -0.36204  0.38
O18 2.27689 -2.63506 0.21182  -0.46
H35 2.78993 -3.40457 0.02703  0.29
H36 1.47643 -2.85424 0.70450  0.31
O19 4.08695 -0.83443 -0.14127  -0.48
H37 4.87514 -0.96277 -0.66132  0.28
H38 4.35851 -0.31048 0.63953  0.29
O20 -2.82230 0.65526 2.14740  -0.57
H39 -3.71068 0.96354 2.18945  0.23
H40 -2.55052 0.72543 3.02744  0.24

# 2
The following is a quantum chemistry calculation of a molecular structure, C28H35N5P2Pb in a non-equilibrium geometry, from the Open Molecules 2025 dataset.

relative energy (zero: lowest compared OMol25 entry of this formula, charge and spin)	0.512	eV
HOMO-LUMO gap	0.2525	Eh
charge	0

Last column: Mulliken charge in e.
Positions of all 71 atoms, in Å:
Pb1 1.66988 0.48174 2.77951  0.82
C1 5.58596 -1.84388 -1.87586  -0.60
C2 4.91355 -0.98491 -1.10600  -0.57
C3 3.38636 -0.72675 -1.23192  -1.15
C4 2.55179 -1.46385 -0.18077  2.09
C5 2.40903 -2.96783 -0.27795  -0.54
C6 3.18577 -3.81940 -0.96087  -0.72
C7 3.66963 -3.52370 -2.33265  -0.30
C8 5.17408 -3.25346 -2.33792  -0.62
C9 3.42178 -1.08678 3.82304  -1.24
H1 6.65754 -1.64797 -2.13914  0.32
H2 5.47442 -0.24567 -0.45448  0.30
H3 3.06121 -0.85985 -2.29571  0.48
H4 3.19427 0.34693 -1.02495  0.72
H5 2.95054 -1.15059 0.81486  -0.81
H6 1.52837 -1.03580 -0.16252  -0.36
H7 1.67045 -3.33261 0.44007  0.19
H8 3.20979 -4.88315 -0.74662  0.38
H9 3.09164 -2.63888 -2.64994  0.13
H10 3.39216 -4.38992 -2.97861  0.41
H11 5.74752 -3.98887 -1.72256  0.31
H12 5.46698 -3.37529 -3.38611  0.37
H13 4.32819 -0.47403 4.02896  0.35
H14 3.82367 -1.76587 3.03737  0.28
H15 3.21252 -1.72659 4.70745  0.37
P1 -1.97791 -0.08252 1.42335  0.33
P2 -0.85888 2.45472 -0.13225  -0.11
N1 -2.43944 -1.69653 0.90465  0.39
N2 -3.27876 0.03004 2.62436  0.38
N3 -0.87943 1.84928 -1.82289  0.37
N4 -0.91407 4.16958 -0.58278  0.34
C10 -2.93261 0.70895 0.04444  -1.09
C11 -2.70633 2.22244 0.16957  -1.11
C12 -1.67993 -2.85679 1.08288  -0.45
C13 -2.39428 -3.91979 0.54327  -0.63
C14 -3.64332 -3.40632 0.05847  -0.72
C15 -3.66011 -2.04489 0.31465  -0.11
C16 -2.99527 0.05111 3.99984  -0.48
C17 -4.17315 0.32015 4.67494  -0.59
C18 -5.21805 0.46885 3.69749  -0.66
C19 -4.65285 0.22580 2.45401  -0.05
C20 0.06445 0.92144 -2.29638  -0.46
C21 -0.25280 0.58884 -3.60648  -0.40
C22 -1.44400 1.30472 -3.95603  -1.15
C23 -1.83320 2.03179 -2.83923  -0.17
C24 -1.39454 4.91349 -1.67355  -0.14
C25 -1.23899 6.26751 -1.38870  -0.60
C26 -0.68110 6.36743 -0.07185  -0.58
C27 -0.50864 5.08532 0.41122  -0.44
H16 -4.01189 0.53801 0.00284  0.23
H17 -2.52815 0.27577 -0.88913  0.68
H18 -3.34625 2.81007 -0.51618  0.40
H19 -2.87726 2.60534 1.20132  0.49
H20 -0.68574 -2.79113 1.51615  0.39
H21 -2.05249 -4.93741 0.46599  0.41
H22 -4.43925 -3.94091 -0.43381  0.45
H23 -4.40161 -1.29667 0.06306  0.25
H24 -1.97795 -0.09322 4.35596  0.39
H25 -4.27947 0.39608 5.74540  0.41
H26 -6.24690 0.74450 3.87985  0.43
H27 -5.12717 0.21266 1.47943  0.25
H28 0.86278 0.57430 -1.64909  0.26
H29 0.29674 -0.09387 -4.23657  0.47
H30 -1.94277 1.29521 -4.91342  0.46
H31 -2.70603 2.66437 -2.70513  0.51
H32 -1.80256 4.44641 -2.55661  0.32
H33 -1.50418 7.09031 -2.02862  0.44
H34 -0.44904 7.27411 0.45827  0.42
H35 -0.13959 4.72281 1.35936  0.34
N5 4.72018 0.93069 1.74571  -0.51
C28 3.55471 0.95490 1.85553  0.03

# 3
The following is a quantum chemistry calculation of C2H3NO2 in the gas phase in a non-equilibrium geometry, from the Open Molecules 2025 dataset.

relative energy (zero: lowest compared OMol25 entry of this formula, charge and spin)	0.974	eV
HOMO-LUMO gap	0.3747	Eh
charge	0

Last column: Mulliken charge in e.
Positions of all 8 atoms, in Å:
C1 -0.54293 -0.11947 0.08216  0.58
C2 0.95891 -0.07394 0.37760  0.04
H1 -1.99949 1.25949 -0.26270  0.26
H2 -0.38387 1.85840 0.05205  0.20
H3 1.00629 0.03971 1.53824  0.23
N1 -0.98144 1.09397 -0.07048  -0.33
O1 -1.14985 -1.19204 -0.09407  -0.61
O2 1.86876 -0.01483 -0.35502  -0.38

# 4
The following is a quantum chemistry calculation of a molecular structure, Ca4H2N5O16 in a non-equilibrium geometry, from the Open Molecules 2025 dataset.

HOMO-LUMO gap	0.0775	Eh
charge	+3

Last column: Mulliken charge in e.
Positions of all 27 atoms, in Å:
Ca1 -1.76447 -4.33448 0.57259  1.85
Ca2 -0.02892 2.14880 5.49904  1.81
Ca3 2.15163 3.10039 -1.35552  1.84
Ca4 -3.92279 3.20291 -3.37826  1.44
N1 2.16692 -1.97366 -2.27582  0.96
O1 2.72855 -2.59045 -3.20406  -0.52
O2 1.38574 -2.64225 -1.56956  -0.64
O3 2.17293 -0.80561 -2.21701  -0.62
N2 -0.43198 -0.13293 -6.44297  1.05
O4 -1.04191 0.55105 -5.61119  -0.59
O5 0.76968 0.08117 -6.68564  -0.46
O6 -1.04486 -0.84342 -7.21821  -0.46
N3 1.95294 -2.87286 4.13101  0.92
O7 2.85796 -3.54767 4.67826  -0.49
O8 1.11255 -3.35600 3.32671  -0.65
O9 1.93640 -1.66354 4.38200  -0.61
N4 -1.20667 0.92557 0.66505  1.01
O10 -1.81688 -0.09504 0.91385  -0.66
O11 -1.40451 1.50093 -0.44308  -0.68
O12 -0.46194 1.48677 1.43322  -0.61
N5 2.74950 5.33209 2.96316  1.01
O13 1.92889 5.07656 3.77099  -0.67
O14 2.40541 5.38469 1.80451  -0.68
O15 3.90393 5.47030 3.24441  -0.56
O16 -5.32302 -3.23819 1.01834  -0.62
H1 -6.09004 -3.80880 1.06653  0.34
H2 -5.68504 -2.35633 0.93163  0.31

# 5
The following is a quantum chemistry calculation of 2 unconnected molecules or ions with the total composition C23H27Cl2OSi in a non-equilibrium geometry, from the Open Molecules 2025 dataset.

relative energy (zero: lowest compared OMol25 entry of this formula, charge and spin)	0.000	eV
HOMO-LUMO gap	0.1642	Eh
charge	+1

Last column: Mulliken charge in e.
Positions of all 54 atoms, in Å:
C1 -1.10315 -2.05674 3.88960  -1.00
Si1 0.51261 -1.31372 3.31686  0.24
C2 0.25986 -0.51252 1.64276  -0.85
C3 1.04949 -0.00560 4.53946  -0.99
O1 1.68140 -2.53154 3.25894  -0.57
C4 2.29566 -2.77050 2.04571  0.57
C5 1.83004 -3.55884 1.05450  -0.66
C6 2.71799 -3.49855 -0.15257  -0.58
C7 3.69796 -2.34115 0.11179  -0.56
C8 3.60461 -2.14580 1.63497  -0.53
H1 -1.87889 -1.29756 3.94599  0.33
H2 -1.41299 -2.83005 3.19263  0.29
H3 -0.96749 -2.49806 4.87276  0.29
H4 -0.49208 0.26891 1.71757  0.24
H5 1.19200 -0.07335 1.29884  0.33
H6 -0.07188 -1.25443 0.92195  0.36
H7 0.30313 0.78180 4.60434  0.33
H8 1.17702 -0.45302 5.52095  0.30
H9 1.99357 0.42721 4.22114  0.30
H10 0.89247 -4.08074 1.11576  0.50
H11 3.26343 -4.44340 -0.25383  0.28
H12 2.13613 -3.36145 -1.07162  0.30
H13 4.71951 -2.56366 -0.22142  0.31
H14 3.37024 -1.43255 -0.40841  0.23
H15 3.65260 -1.09763 1.94730  0.22
H16 4.42128 -2.66537 2.14662  0.35
Cl1 -5.75292 -3.23004 -2.71151  -0.14
C9 -4.76494 -1.96056 -2.10744  0.41
C10 -4.84451 -1.58255 -0.76908  -0.76
C11 -4.07294 -0.55624 -0.29155  -0.39
C12 -3.17967 0.12879 -1.13914  0.83
C13 -2.36937 1.18416 -0.64026  -0.28
C14 -1.42419 1.83263 -1.40569  -0.13
C15 -0.61911 2.86167 -0.96839  -0.37
C16 0.31763 3.52696 -1.80706  0.84
C17 1.14562 4.54615 -1.29330  -0.40
C18 2.03471 5.20330 -2.10253  -0.74
C19 2.13535 4.87780 -3.45151  0.41
Cl2 3.23165 5.71777 -4.47117  -0.14
C20 1.33400 3.87163 -3.98008  -0.90
C21 0.44685 3.21053 -3.17704  -0.34
C22 -3.11624 -0.27808 -2.49034  -0.37
C23 -3.89145 -1.29940 -2.96193  -0.93
H17 -5.52090 -2.11200 -0.12193  0.44
H18 -4.13717 -0.26868 0.74294  0.43
H19 -2.49605 1.48927 0.38400  0.49
H20 -1.29257 1.49538 -2.41537  0.09
H21 -0.71194 3.17824 0.05616  0.44
H22 1.07627 4.80355 -0.25150  0.41
H23 2.66651 5.98210 -1.71174  0.43
H24 1.41544 3.62265 -5.02429  0.43
H25 -0.16497 2.44233 -3.61186  0.39
H26 -2.45809 0.21957 -3.17607  0.39
H27 -3.83152 -1.59860 -3.99494  0.43

# 6
The following is a quantum chemistry calculation of 4 unconnected molecules or ions with the total composition C2H11NO3 in a non-equilibrium geometry, from the Open Molecules 2025 dataset.

relative energy (zero: lowest compared OMol25 entry of this formula, charge and spin)	1.984	eV
HOMO-LUMO gap	0.3711	Eh
charge	0

Last column: Mulliken charge in e.
Positions of all 17 atoms, in Å:
C1 0.63721 -1.78071 1.39156  -0.56
C2 1.05940 0.11059 0.14475  -0.30
N1 0.46809 -1.00436 0.15552  -0.36
H1 1.29543 -1.15400 2.03211  0.25
H2 1.02067 -2.78820 1.22609  0.25
H3 -0.29258 -1.72929 1.95763  0.23
H4 0.78453 1.04712 -0.32811  0.24
H5 2.01342 0.27704 0.69364  0.27
H6 -0.22853 -0.75634 6.58737  0.32
H7 0.12934 -0.35985 5.10347  0.31
O1 0.45883 -0.68099 5.93318  -0.63
H8 -0.40971 1.74140 -3.74078  0.34
H9 1.12406 2.07402 -3.46525  0.31
O2 0.42566 2.05400 -4.11946  -0.63
H10 -3.35808 0.89188 -3.83405  0.31
H11 -2.57774 0.21724 -2.78295  0.32
O3 -2.44980 0.82473 -3.51970  -0.64

| no. | HOMO level (Ha) | E_LUMO (eV) |
| --- | --- | --- |
| 1 | -0.4599 | -5.6 |
| 2 | -0.3115 | -1.6 |
| 3 | -0.3538 | 0.6 |
| 4 | -0.4927 | -11.3 |
| 5 | -0.3809 | -5.9 |
| 6 | -0.3511 | 0.5 |